# 1
ORCA calculation (wB97M-V/def2-TZVPD) on a cluster of 5 separate species, C31H73N2O2S in total.

The geometry in XYZ format:
```
109
C31H73N2O2S, DFT wB97M-V/def2-TZVPD
C 1.11467 5.53451 -1.66035
C -0.14057 6.34717 -1.72624
C 0.00263 7.82300 -1.85021
N -1.33431 5.85908 -1.59854
S -1.73446 4.46361 -2.32496
C -1.82802 4.98448 -4.09187
N -0.70066 4.47886 -4.83410
O -3.22067 4.16317 -1.89714
C -4.09886 5.22141 -1.38170
C -4.69729 6.11440 -2.46460
C -6.21931 6.18774 -2.35870
O -4.11706 7.40502 -2.27224
H 1.61423 5.80426 -0.72655
H 1.80489 5.81430 -2.45799
H 0.93332 4.46305 -1.69568
H -0.92909 8.28600 -2.15730
H 0.79520 8.03039 -2.57097
H 0.34624 8.24726 -0.90202
H -1.87353 6.07400 -4.10466
H -2.75423 4.53593 -4.44589
H -0.91176 3.55097 -5.18631
H 0.12397 4.34359 -4.25666
H -3.58857 5.81180 -0.62599
H -4.88275 4.66082 -0.88064
H -4.43983 5.74296 -3.46249
H -6.65557 6.51899 -3.30068
H -6.49678 6.91100 -1.59165
H -6.63547 5.21116 -2.11593
H -4.55757 8.03269 -2.85636
C -6.92452 2.86086 -5.58262
C -7.76763 4.11600 -5.37698
C -9.23102 3.94006 -5.77834
C -9.45531 3.61615 -7.25658
C -8.88424 4.64393 -8.23276
C -9.50239 6.03071 -8.08781
H -6.89010 2.56443 -6.63137
H -5.89317 3.02133 -5.25748
H -7.32599 2.02344 -5.00880
H -7.32309 4.95052 -5.92844
H -7.73133 4.39258 -4.31908
H -9.78144 4.84684 -5.51454
H -9.66906 3.13884 -5.17536
H -10.53130 3.52257 -7.42893
H -9.03074 2.63495 -7.48540
H -9.05598 4.28366 -9.24967
H -7.79830 4.71207 -8.11635
H -10.58248 5.99271 -8.24121
H -9.08730 6.72228 -8.82175
H -9.31915 6.45600 -7.09923
C 2.36827 -0.37371 2.84974
C 2.17882 0.80222 1.89741
C 2.06491 2.14999 2.60916
C 0.87089 2.27841 3.55754
C -0.49202 2.04154 2.90908
C -0.81738 3.04269 1.80573
H 1.51937 -0.49014 3.52497
H 2.47232 -1.30685 2.29480
H 3.26854 -0.24364 3.45387
H 1.29689 0.62866 1.27298
H 3.03115 0.84543 1.21396
H 2.02371 2.94635 1.85837
H 2.98063 2.32775 3.18057
H 0.88473 3.27947 4.00020
H 0.98953 1.58260 4.39111
H -1.26031 2.10664 3.68285
H -0.54949 1.02609 2.50925
H -0.80552 4.06522 2.19179
H -1.80987 2.85215 1.39081
H -0.09856 2.97945 0.98414
C 2.40463 -6.91932 3.12429
C 3.20029 -6.60564 4.38704
C 2.76840 -5.31476 5.07898
C 2.95007 -4.05334 4.23259
C 4.37603 -3.81138 3.73994
C 5.38124 -3.60877 4.86912
H 2.52373 -6.14262 2.36655
H 2.73395 -7.85970 2.67945
H 1.33961 -7.01287 3.34783
H 4.26517 -6.55816 4.14372
H 3.08462 -7.43417 5.09061
H 3.32401 -5.21124 6.01482
H 1.71496 -5.39514 5.36526
H 2.62572 -3.18831 4.82097
H 2.28016 -4.09496 3.36852
H 4.37442 -2.92094 3.10456
H 4.70513 -4.63742 3.10295
H 5.09693 -2.76083 5.49650
H 6.37844 -3.41044 4.47384
H 5.45462 -4.49026 5.50775
C 8.92618 -10.74133 4.62426
C 8.15233 -9.44654 4.84929
C 6.66934 -9.55396 4.49730
C 6.37777 -9.87808 3.03058
C 6.96340 -8.88717 2.02515
C 6.41494 -7.47433 2.19059
H 8.91053 -11.04540 3.57651
H 9.97141 -10.62741 4.91407
H 8.50309 -11.55505 5.21707
H 8.61684 -8.63781 4.27798
H 8.23647 -9.16116 5.90111
H 6.17099 -8.61910 4.77080
H 6.21216 -10.32893 5.12058
H 5.29180 -9.91892 2.89537
H 6.74581 -10.88032 2.79592
H 6.73563 -9.24329 1.01713
H 8.05396 -8.86938 2.10056
H 5.32742 -7.47227 2.08113
H 6.82925 -6.79919 1.44018
H 6.65766 -7.06190 3.17192
```

frontier orbital gap: 8.07 eV
spin multiplicity: 1
total energy: -51234.03563 eV
net charge: +1

Atom charges from the Mulliken analysis, given in e for atoms 1 to 99: C -1.3559; C 0.7365; C -1.2630; N -0.0456; S 0.3288; C -0.4469; N -0.5526; O -0.2996; C -0.6505; C 0.9657; C -1.7288; O -0.5439; H 0.3784; H 0.4085; H 0.3901; H 0.2847; H 0.4060; H 0.3571; H 0.2841; H 0.3737; H 0.3138; H 0.2656; H 0.3797; H 0.4569; H -0.0347; H 0.4386; H 0.3761; H 0.4754; H 0.3164; C -1.2197; C 0.2081; C -0.9407; C -0.7557; C -0.3371; C -1.1828; H 0.3312; H 0.2204; H 0.3255; H 0.2974; H 0.0336; H 0.3446; H 0.4055; H 0.3943; H 0.3052; H 0.3730; H 0.2292; H 0.2996; H 0.3754; H 0.2697; C -1.0806; C -0.4436; C -0.6275; C -0.8043; C -0.5310; C -0.9846; H 0.2783; H 0.3424; H 0.3230; H 0.2676; H 0.3698; H 0.1958; H 0.3829; H 0.3936; H 0.3332; H 0.3822; H 0.2940; H 0.3348; H 0.3923; H 0.1829; C -1.4000; C 0.4881; C -1.0489; C -0.5405; C -0.0469; C -1.3522; H 0.2878; H 0.3922; H 0.3763; H -0.4265; H 0.4071; H 0.3765; H 0.3993; H 0.3428; H 0.3577; H 0.2809; H 0.0901; H 0.3429; H 0.4076; H 0.2795; C -1.2388; C -0.4780; C -0.3221; C -0.6748; C -0.5935; C -0.8303; H 0.2845; H 0.3851; H 0.2965; H 0.2480

---

# 2
ORCA calculation (wB97M-V/def2-TZVPD) on a cluster of 8 separate species, C31H74Cl4O3S3 in total.

The geometry in XYZ format:
```
115
C31H74Cl4O3S3, DFT wB97M-V/def2-TZVPD
C -18.03768 4.16988 16.79793
S -19.87414 4.40601 16.41051
O -20.66950 3.96925 17.66151
C -19.94825 6.23806 16.69362
H -17.48015 4.98073 16.32913
H -17.81306 3.20354 16.34647
H -17.88505 4.19344 17.87694
H -20.96346 6.35555 17.07261
H -19.91624 6.80161 15.76116
H -19.21168 6.50842 17.45025
C -19.37719 4.24099 10.59230
S -20.15667 5.96441 10.45386
O -19.66912 6.59723 11.77979
C -18.92684 6.63105 9.24407
H -19.83457 3.78210 11.46884
H -18.31148 4.38570 10.76952
H -19.55216 3.62389 9.71101
H -19.09256 6.03835 8.34443
H -17.91407 6.35306 9.53583
H -19.02839 7.70837 9.11298
C -21.32617 9.36635 10.54708
S -22.47565 9.54258 9.08034
O -23.89539 9.89792 9.52678
C -21.69535 11.10745 8.51579
H -21.49958 8.42194 11.06295
H -21.71248 10.10678 11.24753
H -20.25995 9.41102 10.32507
H -20.76708 10.89909 7.98381
H -21.59417 11.87525 9.28283
H -22.28197 11.51657 7.69323
C -23.25607 6.49984 14.28980
Cl -23.36659 7.05441 16.02225
Cl -22.98487 4.72456 14.34051
Cl -24.70421 6.88668 13.42318
Cl -21.87014 7.26061 13.50619
C -25.93759 2.34867 13.85338
C -26.49604 2.02681 15.24024
C -25.99373 2.91045 16.36527
C -26.45121 4.43857 16.27377
C -25.84918 5.24660 17.49640
C -26.49617 6.63814 17.55798
H -26.10779 3.40242 13.63261
H -26.29655 1.84398 12.95642
H -24.85045 2.27024 13.86170
H -27.57672 2.08128 15.10881
H -26.38852 0.95651 15.41629
H -24.91295 2.90815 16.50673
H -26.31228 2.46120 17.30590
H -26.21673 4.88471 15.30729
H -27.53860 4.45524 16.34726
H -26.01911 4.77794 18.46572
H -24.76566 5.30486 17.39303
H -25.87464 7.37878 18.06123
H -26.56142 6.94791 16.51497
H -27.46195 6.72179 18.05634
C -25.18182 5.35252 9.80789
C -25.46810 6.83533 9.53692
C -26.77427 7.21953 10.24016
C -27.06434 8.73496 10.14289
C -28.23782 9.14975 11.00832
C -28.55015 10.60883 10.95495
H -25.20335 5.00346 10.84027
H -24.17440 5.09946 9.47747
H -25.87908 4.64331 9.36185
H -24.70110 7.44211 10.01821
H -25.67561 6.98311 8.47711
H -26.60493 7.04403 11.30253
H -27.59958 6.57353 9.94078
H -26.18330 9.26840 10.49969
H -27.24800 9.01427 9.10542
H -29.07399 8.53447 10.67614
H -28.08956 8.87369 12.05231
H -29.40366 10.71010 11.62529
H -27.72443 11.20890 11.33731
H -28.77740 10.93480 9.93996
C -31.26230 10.46462 14.61802
C -30.04845 9.55875 14.84720
C -28.86967 10.43218 15.30181
C -27.57727 9.63627 15.48901
C -26.41215 10.57041 15.90938
C -24.99160 10.01260 15.96184
H -31.64617 10.93196 15.52485
H -32.04800 9.80144 14.25614
H -31.08923 11.27852 13.91395
H -30.34436 8.96117 15.70943
H -29.83620 8.99093 13.94132
H -29.16582 10.91417 16.23352
H -28.77037 11.19515 14.52973
H -27.87709 8.90819 16.24274
H -27.49947 9.14676 14.51822
H -26.45635 11.39213 15.19459
H -26.64239 11.02879 16.87114
H -24.59438 9.46545 15.10689
H -24.26309 10.70727 16.37992
H -24.81822 9.24542 16.71648
C -26.27947 12.65903 21.14323
C -25.11748 11.77211 20.53380
C -24.96214 10.41895 21.09443
C -23.63074 9.73562 20.77222
C -23.42072 9.19961 19.32946
C -22.04862 8.54196 19.19299
H -27.26774 12.21416 21.02700
H -26.31978 13.66163 20.71748
H -26.19254 12.70192 22.22892
H -25.24196 11.73444 19.45159
H -24.23745 12.38211 20.73763
H -25.77617 9.78550 20.74202
H -25.02539 10.50648 22.17907
H -22.87744 10.50088 20.95937
H -23.50753 8.84500 21.38843
H -24.23056 8.48690 19.17357
H -23.59836 10.00283 18.61435
H -21.97389 8.04007 18.22831
H -21.14737 9.14444 19.30646
H -22.00536 7.75515 19.94609
```

frontier orbital gap (spin up / spin down): 6.69 / 1.95 eV
<S²>: 0.7573
spin multiplicity: 2
total energy: -122072.18874 eV
net charge: +1

Atom charges from the Mulliken analysis, given in e for atoms 1 to 99: C -0.9727; S 0.5763; O -0.6701; C -0.5058; H 0.3270; H 0.3331; H 0.3202; H -0.1878; H 0.2817; H 0.4613; C -0.9942; S 0.6403; O -0.6265; C -0.9725; H 0.2969; H 0.3434; H 0.3862; H 0.3976; H 0.3436; H 0.2270; C -0.4626; S 0.7095; O -0.1907; C -1.0112; H -0.3113; H 0.5188; H 0.4734; H 0.4294; H 0.3652; H 0.4070; C -0.2645; Cl 0.2880; Cl -0.0666; Cl 0.0277; Cl -0.1063; C -0.8022; C -0.6920; C -0.6394; C -0.0655; C -0.4007; C -0.4599; H 0.1119; H 0.4140; H 0.1589; H 0.3028; H 0.3501; H 0.2955; H 0.3682; H -0.0625; H 0.3617; H 0.4292; H 0.1133; H -0.1934; H 0.0030; H 0.5163; C -1.3061; C 0.3722; C -0.5303; C -0.5334; C 0.1420; C -1.2751; H 0.1971; H 0.3513; H 0.4070; H -0.3184; H 0.4361; H -0.0846; H 0.5087; H 0.1118; H 0.4317; H 0.3833; H -0.2098; H 0.2697; H 0.2783; H 0.4150; C -1.4872; C -0.2419; C -1.2339; C 0.6424; C -0.5707; C -0.4613; H 0.3977; H 0.3885; H 0.3480; H 0.3337; H 0.3048; H 0.4423; H 0.5078; H -0.0162; H -0.1886; H 0.3051; H 0.2489; H 0.1630; H 0.4966; H -0.3393; C -1.4115; C -0.0485; C -0.4593; C -0.8966